<A>
Here is a 2-piece molecular cluster, C3H11NO overall from the OMol25 dataset. Energies are from the ωB97M-V functional and the def2-TZVPD basis.

## Properties
LUMO level ... 0.0363 hartree
HOMO level ... -9.0 eV
SMILES ... CCNC.O

ORCA input file:
```
! wB97M-V def2-TZVPD RIJCOSX def2/J DEFGRID3
* xyz 0 1
H 0.634 0.410 -1.683
H -2.385 -0.613 -1.354
C 1.790 0.319 0.095
N -0.554 -0.468 -0.257
H -0.840 0.658 2.869
H -0.423 -0.143 1.604
C 0.779 -0.278 -0.841
H 1.947 -0.338 0.956
H -2.289 0.749 -0.223
H 1.132 -1.171 -1.358
H 2.778 0.257 -0.371
C -1.708 0.096 -0.882
H -0.614 -1.400 0.118
O -0.454 -0.180 2.588
H 1.587 1.327 0.411
H -1.380 0.776 -1.671
*
```

For each atom in turn, the natural (NBO) charge in e is: atom 1 (H): 0.1810, atom 2 (H): 0.1872, atom 3 (C): -0.6225, atom 4 (N): -0.6769, atom 5 (H): 0.4615, atom 6 (H): 0.4844, atom 7 (C): -0.2112, atom 8 (H): 0.2163, atom 9 (H): 0.1855, atom 10 (H): 0.1818, atom 11 (H): 0.2093, atom 12 (C): -0.4004, atom 13 (H): 0.3788, atom 14 (O): -0.9801, atom 15 (H): 0.2123, atom 16 (H): 0.1930

***

<B>
Here is a 2-piece molecular cluster, C3H11NO overall from the OMol25 dataset. Energies are from the ωB97M-V functional and the def2-TZVPD basis.

## Properties
LUMO level ... 0.0407 hartree
HOMO level ... -9.4 eV
SMILES ... CCOC.N

ORCA input file:
```
! wB97M-V def2-TZVPD RIJCOSX def2/J DEFGRID3
* xyz 0 1
H 2.933 0.563 -1.481
C -1.441 1.424 -0.247
H -1.361 2.360 -0.788
H -2.317 0.855 -0.576
C -0.426 -0.714 -0.340
C -0.658 -1.168 1.110
H -1.320 -1.002 -0.888
H 0.472 -1.159 -0.747
H -1.655 -0.852 1.445
H -1.634 1.614 0.820
H 3.374 -0.438 -0.119
H -0.626 -2.259 1.176
H 2.137 0.725 -0.063
H 0.094 -0.733 1.758
O -0.265 0.685 -0.436
N 2.692 0.100 -0.624
*
```

For each atom in turn, the natural (NBO) charge in e is: atom 1 (H): 0.3708, atom 2 (C): -0.2476, atom 3 (H): 0.1902, atom 4 (H): 0.1615, atom 5 (C): -0.0654, atom 6 (C): -0.6400, atom 7 (H): 0.1512, atom 8 (H): 0.2150, atom 9 (H): 0.1990, atom 10 (H): 0.1626, atom 11 (H): 0.3698, atom 12 (H): 0.2117, atom 13 (H): 0.3772, atom 14 (H): 0.2079, atom 15 (O): -0.5484, atom 16 (N): -1.1154

***

Stability check: which of them is most stable? <A>.

***

<A>
Here is a 2-piece molecular cluster, C3H11NO overall from the OMol25 dataset. Energies are from the ωB97M-V functional and the def2-TZVPD basis.

## Properties
LUMO level ... 0.0338 hartree
HOMO level ... -9.2 eV
SMILES ... CNC.CO

ORCA input file:
```
! wB97M-V def2-TZVPD RIJCOSX def2/J DEFGRID3
* xyz 0 1
H 0.119 1.930 -1.284
H -0.611 -0.083 0.989
O -1.378 -0.758 1.379
H 0.739 0.676 0.607
H 1.826 -1.311 -1.275
H 1.714 -1.447 0.526
H 1.208 0.942 -2.336
H -3.409 -0.965 2.123
C 1.896 -0.785 -0.308
H -3.005 0.410 0.887
H 1.810 2.213 -1.142
N 0.858 0.274 -0.300
C -2.800 -0.628 1.194
H 2.994 -0.479 -0.188
H -3.023 -1.390 0.463
C 1.062 1.400 -1.336
*
```

For each atom in turn, the natural (NBO) charge in e is: atom 1 (H): 0.1996, atom 2 (H): 0.4982, atom 3 (O): -0.8017, atom 4 (H): 0.3371, atom 5 (H): 0.1958, atom 6 (H): 0.2108, atom 7 (H): 0.2033, atom 8 (H): 0.1713, atom 9 (C): -0.4160, atom 10 (H): 0.1710, atom 11 (H): 0.1820, atom 12 (N): -0.6315, atom 13 (C): -0.2350, atom 14 (H): 0.1659, atom 15 (H): 0.1712, atom 16 (C): -0.4221

***

<B>
Here is a 2-piece molecular cluster, C3H11NO overall from the OMol25 dataset. Energies are from the ωB97M-V functional and the def2-TZVPD basis.

## Properties
LUMO level ... 0.0376 hartree
HOMO level ... -8.4 eV
SMILES ... CNC.CO

ORCA input file:
```
! wB97M-V def2-TZVPD RIJCOSX def2/J DEFGRID3
* xyz 0 1
C -0.845 1.112 0.453
H -3.160 0.108 -0.660
H -1.522 1.905 0.283
H 2.962 -1.336 -0.583
C 2.099 -0.586 -0.538
H 1.166 -1.192 -0.606
N -1.419 -0.289 0.365
H -0.032 1.280 -0.350
H -1.953 -0.242 -1.834
O 2.318 0.297 0.588
H -1.685 -0.567 1.290
H 1.979 -0.041 -1.480
H -0.310 1.200 1.450
H 2.804 -0.293 1.182
H -2.633 -1.506 -0.797
C -2.292 -0.471 -0.774
*
```

For each atom in turn, the natural (NBO) charge in e is: atom 1 (C): -0.4184, atom 2 (H): 0.1622, atom 3 (H): 0.1674, atom 4 (H): 0.1617, atom 5 (C): -0.2749, atom 6 (H): 0.1835, atom 7 (N): -0.6540, atom 8 (H): 0.1850, atom 9 (H): 0.1961, atom 10 (O): -0.7159, atom 11 (H): 0.3713, atom 12 (H): 0.1790, atom 13 (H): 0.2092, atom 14 (H): 0.4648, atom 15 (H): 0.1974, atom 16 (C): -0.4144

***

Stability check: which of them is most stable? <B>.

***

<A>
Here is one molecule with the formula C8H14 from the OMol25 dataset. Energies are from the ωB97M-V functional and the def2-TZVPD basis.

## Properties
LUMO level ... 0.0406 hartree
HOMO level ... -8.0 eV
SMILES ... C/C=C/C=C/CCC

ORCA input file:
```
! wB97M-V def2-TZVPD RIJCOSX def2/J DEFGRID3
* xyz 0 1
C -1.139 1.026 -0.554
H -1.955 0.634 -1.209
H 1.002 0.829 -1.201
H 2.472 -0.720 0.174
C 1.627 -1.386 0.418
H -3.282 3.152 0.281
H -3.123 3.703 -1.276
H 0.841 -3.079 1.368
C 2.982 -3.360 1.165
H -0.500 -1.385 0.299
H 3.189 -4.188 0.501
H -3.536 2.089 -1.161
C -2.859 2.798 -0.676
H 2.968 -3.809 2.187
H -1.557 0.808 0.414
C 0.190 0.372 -0.662
C -1.355 2.551 -0.706
H 3.857 -2.732 1.259
C 1.745 -2.606 0.984
H -0.968 3.169 0.121
H -0.956 2.950 -1.684
C 0.357 -0.815 -0.044
*
```

For each atom in turn, the natural (NBO) charge in e is: atom 1 (C): -0.4413, atom 2 (H): 0.2083, atom 3 (H): 0.2016, atom 4 (H): 0.1949, atom 5 (C): -0.2170, atom 6 (H): 0.2113, atom 7 (H): 0.2104, atom 8 (H): 0.1908, atom 9 (C): -0.6513, atom 10 (H): 0.1877, atom 11 (H): 0.2263, atom 12 (H): 0.2079, atom 13 (C): -0.6265, atom 14 (H): 0.2091, atom 15 (H): 0.2070, atom 16 (C): -0.1827, atom 17 (C): -0.3927, atom 18 (H): 0.2165, atom 19 (C): -0.1656, atom 20 (H): 0.2057, atom 21 (H): 0.1970, atom 22 (C): -0.1974

***

<B>
Here is one molecule with the formula C8H14 from the OMol25 dataset. Energies are from the ωB97M-V functional and the def2-TZVPD basis.

## Properties
LUMO level ... 0.0294 hartree
HOMO level ... -8.4 eV
SMILES ... C=C(C)C(=C)CCC

ORCA input file:
```
! wB97M-V def2-TZVPD RIJCOSX def2/J DEFGRID3
* xyz 0 1
C 1.828 -0.667 0.504
H -0.249 1.480 -2.561
H -1.422 -0.584 2.483
C -1.794 -0.143 1.538
C -0.025 0.604 -1.988
H 1.002 0.856 -1.633
H -2.571 0.742 -2.528
H -3.271 0.412 -0.742
C 0.338 -1.116 0.457
H 1.852 0.304 2.381
H 2.420 -1.441 1.097
H 2.288 -0.700 -0.486
C -0.932 -0.242 0.365
C -1.189 0.400 -1.019
H 3.037 0.986 1.156
H 0.324 -1.547 1.528
C 2.009 0.593 1.290
C -2.456 0.502 -1.457
H -0.145 -0.298 -2.579
H -2.698 0.431 1.544
H 1.375 1.446 0.934
H 0.280 -2.016 -0.280
*
```

For each atom in turn, the natural (NBO) charge in e is: atom 1 (C): -0.3925, atom 2 (H): 0.2244, atom 3 (H): 0.2026, atom 4 (C): -0.4066, atom 5 (C): -0.6688, atom 6 (H): 0.2283, atom 7 (H): 0.1978, atom 8 (H): 0.2096, atom 9 (C): -0.4563, atom 10 (H): 0.2089, atom 11 (H): 0.2013, atom 12 (H): 0.1970, atom 13 (C): 0.0094, atom 14 (C): -0.0199, atom 15 (H): 0.2125, atom 16 (H): 0.2101, atom 17 (C): -0.6199, atom 18 (C): -0.3969, atom 19 (H): 0.2323, atom 20 (H): 0.1987, atom 21 (H): 0.2099, atom 22 (H): 0.2183

***

Stability check: which of them is most stable? <A>.

***

<A>
Here is a 2-piece molecular cluster, C3H10NO overall from the OMol25 dataset. Energies are from the ωB97M-V functional and the def2-TZVPD basis.

## Properties
LUMO level ... -0.3094 hartree
HOMO level ... -13.4 eV

ORCA input file:
```
! wB97M-V def2-TZVPD RIJCOSX def2/J DEFGRID3
* xyz 1 1
C -1.805 -0.455 0.582
H -2.683 -0.098 1.308
H -1.609 -1.487 0.871
H -1.013 1.559 0.968
H 2.532 1.720 -0.167
H 3.421 0.706 -1.335
H 1.446 -0.021 0.807
C 3.095 0.779 -0.306
H -0.789 0.852 -0.720
O -2.765 -0.821 -0.737
H 2.225 -1.040 -0.387
H 3.994 0.807 0.296
C -0.950 0.625 0.327
N 2.270 -0.293 0.223
H -3.339 -0.068 -0.925
*
```

For each atom in turn, the natural (NBO) charge in e is: atom 1 (C): -0.2925, atom 2 (H): 0.3030, atom 3 (H): 0.3414, atom 4 (H): 0.2550, atom 5 (H): 0.2003, atom 6 (H): 0.2222, atom 7 (H): 0.3640, atom 8 (C): -0.4334, atom 9 (H): 0.2449, atom 10 (O): -0.6502, atom 11 (H): 0.3882, atom 12 (H): 0.2240, atom 13 (C): 0.0578, atom 14 (N): -0.7049, atom 15 (H): 0.4802

***

<B>
Here is a 2-piece molecular cluster, C3H10NO overall from the OMol25 dataset. Energies are from the ωB97M-V functional and the def2-TZVPD basis.

## Properties
LUMO level ... -0.1291 hartree
HOMO level ... -13.8 eV

ORCA input file:
```
! wB97M-V def2-TZVPD RIJCOSX def2/J DEFGRID3
* xyz 1 1
H 0.866 2.025 -0.822
H -1.225 2.088 0.248
H 2.385 -1.600 0.790
H 0.310 -2.650 -0.411
H -1.173 -1.458 1.476
C -0.031 1.634 -1.287
H -0.204 0.654 0.392
O -0.984 -1.393 0.531
H 0.270 0.784 -1.895
C 1.353 -1.430 1.039
H -1.724 0.653 -0.384
H -0.592 2.334 -1.892
H 1.318 -1.002 2.037
C 0.334 -1.836 0.297
N -0.905 1.197 -0.120
*
```

For each atom in turn, the natural (NBO) charge in e is: atom 1 (H): 0.2324, atom 2 (H): 0.4411, atom 3 (H): 0.2383, atom 4 (H): 0.2205, atom 5 (H): 0.4958, atom 6 (C): -0.4173, atom 7 (H): 0.4686, atom 8 (O): -0.7603, atom 9 (H): 0.2434, atom 10 (C): -0.5023, atom 11 (H): 0.4569, atom 12 (H): 0.2364, atom 13 (H): 0.2198, atom 14 (C): 0.1063, atom 15 (N): -0.6794

***

Stability check: which of them is most stable? <B>.